Below is 9 unconnected molecules or ions with the total composition C28H42BrCl17F7IN2O3P in a non-equilibrium geometry, with properties calculated with ωB97M-V/def2-TZVPD.

```
102
Properties=species:S:1:pos:R:3:lowdin_charge:R:1
C -2.19516 -4.45072 0.58917 -0.141
C -2.64519 -3.18960 1.31667 -0.260
C -1.56166 -2.48041 2.21608 -0.665
Br 0.25474 -3.12660 1.96099 0.751
C -1.61746 -0.99256 1.99584 -0.252
C -2.05300 -0.18345 3.07023 -0.624
I -2.59851 -0.95195 4.93517 1.107
N -2.15377 1.09317 2.96904 0.123
N -1.80795 1.61967 1.82187 0.081
C -1.90906 3.11042 1.81488 -0.398
F -2.05997 3.52974 3.05036 0.205
F -0.76062 3.63774 1.39929 0.188
C -3.14549 3.65109 1.00979 -0.355
F -4.11664 3.85308 1.89277 0.189
F -3.61814 2.78526 0.10805 0.173
C -2.89129 5.03277 0.33187 -0.569
F -2.31598 5.86774 1.17226 0.218
F -4.08888 5.51878 0.01697 0.203
F -2.20287 4.89390 -0.79118 0.184
C -1.39887 0.98458 0.73818 -0.136
C -1.04061 1.71712 -0.51241 -0.074
C 0.47718 1.85504 -0.49533 -0.762
O 1.15073 1.57281 0.46405 0.082
Cl 1.26714 2.42860 -1.97055 0.756
C -1.29398 -0.41791 0.79630 -0.148
P -0.78833 -1.52938 -0.66698 0.903
O 0.71896 -1.10940 -1.15932 -0.266
O -1.85739 -1.24997 -1.88752 -0.271
H -1.89310 -5.20452 1.30488 0.074
H -3.06459 -4.83601 0.06351 0.082
H -1.44644 -4.24808 -0.15731 0.029
H -3.03760 -2.49503 0.57981 0.084
H -3.48953 -3.43092 1.95197 0.114
H -1.82323 -2.74477 3.22659 -0.034
H -1.32094 1.15532 -1.39542 0.117
H -1.43381 2.71827 -0.58396 0.103
H 0.72747 -0.57542 -1.96769 -0.031
H -2.50736 -0.55649 -1.72067 0.056
Cl -1.52261 -4.65308 5.61591 0.524
C -0.18210 -4.38927 6.77452 -0.644
C 0.40422 -3.00702 6.66842 -0.659
Cl 1.28091 -2.77143 5.13293 0.525
H 0.56731 -5.15502 6.59410 0.080
H -0.59207 -4.53319 7.77132 -0.010
H 1.12028 -2.85373 7.47372 0.077
H -0.36072 -2.23940 6.74005 0.017
Cl 0.56708 5.71268 -2.91545 0.532
C 1.30592 6.14558 -1.34993 -0.670
C 2.52558 7.01260 -1.51700 -0.689
Cl 3.87371 6.11660 -2.25943 0.540
H 1.54732 5.22250 -0.82637 0.041
H 0.54856 6.68083 -0.77869 0.070
H 2.86867 7.35645 -0.54480 0.042
H 2.31769 7.88161 -2.13466 0.070
Cl 3.15624 -4.26142 2.15809 0.499
C 4.23895 -5.22353 1.11584 -0.638
C 3.51598 -5.77940 -0.08307 -0.660
Cl 2.32482 -7.02527 0.36967 0.542
H 4.67190 -6.01214 1.72505 0.072
H 5.03836 -4.56133 0.78847 0.076
H 4.23092 -6.24964 -0.75563 0.075
H 2.99162 -4.99798 -0.62741 0.066
Cl 0.07090 -0.23635 -4.32442 0.609
C -0.88681 -1.04890 -5.59670 -0.601
C -1.85856 -0.10328 -6.24458 -0.644
Cl -3.15892 0.38235 -5.12795 0.517
H -1.39335 -1.89671 -5.14277 0.077
H -0.17981 -1.42515 -6.33336 0.085
H -2.33271 -0.59352 -7.08785 0.021
H -1.36699 0.79948 -6.59887 0.075
Cl -5.41353 -1.89050 -5.96984 0.519
C -5.94560 -1.83190 -7.67561 -0.643
C -5.24205 -2.83665 -8.55459 -0.650
Cl -3.51884 -2.46646 -8.81859 0.556
H -5.80784 -0.81353 -8.03025 0.072
H -7.01054 -2.05602 -7.67499 0.074
H -5.70859 -2.84522 -9.53770 0.075
H -5.30140 -3.83741 -8.13575 0.070
Cl 6.75274 11.75879 -2.03648 0.543
C 7.39628 10.10574 -1.87580 -0.666
C 6.34680 9.05973 -2.14601 -0.654
Cl 5.09265 9.02399 -0.87838 0.561
H 7.81179 10.00325 -0.87685 0.068
H 8.20391 10.00643 -2.59876 0.074
H 6.80462 8.07215 -2.16447 0.071
H 5.85230 9.22734 -3.09895 0.071
Cl -0.57836 -4.26814 10.28057 0.568
C -1.97121 -5.38349 10.18851 -0.645
C -1.66966 -6.71320 10.82690 -0.659
Cl -0.46624 -7.63661 9.89329 0.547
H -2.24148 -5.50071 9.14091 0.060
H -2.79813 -4.90079 10.70589 0.076
H -2.57611 -7.31453 10.86452 0.076
H -1.29188 -6.59294 11.83863 0.070
Cl 4.63397 1.28681 -5.51162 0.559
C 3.75175 0.80341 -4.04301 -0.703
C 4.52726 -0.18131 -3.20672 -0.659
Cl 4.67332 -1.76954 -4.00242 0.540
H 2.78897 0.40149 -4.34898 0.008
H 3.57495 1.70976 -3.46667 0.032
H 4.01001 -0.34680 -2.26180 0.066
H 5.52905 0.18100 -2.99239 0.071
```

The calculation puts the molar mass at 1428.1 g mol⁻¹. Its orbital gap is 6.5 eV. As for the charge: +1.

Below is a molecular structure, C28H42CaNO24 in a non-equilibrium geometry, with properties calculated with ωB97M-V/def2-TZVPD.

```
96
Properties=species:S:1:pos:R:3:lowdin_charge:R:1
Ca 0.18146 0.66454 -0.84876 1.500
N -0.09833 2.80638 -2.83584 -0.599
O 0.24393 3.67727 -3.61218 0.026
O -0.33349 1.64252 -3.23609 -0.090
O -0.12138 3.00972 -1.58831 -0.130
C -6.72978 0.55879 -0.53496 -0.026
C -5.47433 0.88496 0.23750 -0.284
C -4.87001 -0.25713 1.07643 -0.067
O -3.49658 -0.29859 0.68010 0.054
C -3.30302 0.50924 -0.39578 -0.529
O -2.26062 0.62512 -0.95260 0.088
O -4.42771 1.13290 -0.72250 0.121
H -7.07685 1.42751 -1.08654 0.092
H -7.49432 0.31710 0.22012 0.095
H -6.73500 -0.33924 -1.15145 0.091
H -5.67499 1.77373 0.83438 0.155
H -5.33367 -1.22062 0.87022 0.133
H -4.86936 -0.02142 2.13787 0.133
C -2.15712 -5.21464 2.07844 -0.024
C -2.41264 -3.73974 1.94262 -0.319
C -1.77667 -2.91313 3.07592 -0.062
O -0.97869 -1.95804 2.37948 0.075
C -1.10146 -2.11197 1.05429 -0.535
O -0.64362 -1.37558 0.24269 0.077
O -1.78840 -3.24093 0.76324 0.103
H -2.54177 -5.55453 3.04229 0.096
H -1.08972 -5.40355 1.94709 0.088
H -2.65417 -5.85406 1.34709 0.090
H -3.49308 -3.57774 1.91115 0.150
H -1.15771 -3.55693 3.70131 0.131
H -2.50361 -2.37951 3.68272 0.134
C -1.47499 4.13048 4.59517 -0.023
C -0.69886 2.85356 4.33410 -0.272
C -1.52995 1.58158 4.51087 -0.092
O -1.72139 1.07897 3.20031 0.073
C -0.90717 1.75513 2.34642 -0.512
O -0.71354 1.38518 1.22893 0.073
O -0.39456 2.83057 2.91769 0.111
H -2.47040 4.08487 4.14741 0.095
H -0.94625 5.00834 4.23025 0.089
H -1.64887 4.27881 5.66491 0.094
H 0.23981 2.92627 4.87991 0.153
H -2.47411 1.81300 5.00918 0.132
H -1.07387 0.82523 5.15372 0.135
C 4.62615 0.25924 -5.45031 -0.025
C 5.03251 0.52602 -4.02313 -0.310
C 4.90035 1.99964 -3.60209 -0.039
O 3.70284 1.99323 -2.78147 0.081
C 3.22459 0.75455 -2.67949 -0.528
O 2.24525 0.45502 -2.06745 0.058
O 4.12749 -0.14249 -3.14246 0.096
H 4.63087 -0.81448 -5.64608 0.089
H 5.24296 0.75611 -6.19902 0.092
H 3.59600 0.57098 -5.65306 0.101
H 6.05248 0.18983 -3.84528 0.152
H 4.70398 2.69929 -4.40866 0.139
H 5.67843 2.33100 -2.91823 0.134
C -3.26985 -2.62976 -5.87626 -0.026
C -2.88961 -2.61838 -4.41810 -0.302
C -2.00654 -3.79516 -3.94753 -0.074
O -0.91446 -3.17472 -3.29054 0.085
C -1.05371 -1.84050 -3.29795 -0.537
O -0.39531 -1.07568 -2.66938 0.098
O -2.08599 -1.46878 -4.07410 0.104
H -2.48775 -2.93254 -6.56806 0.090
H -3.70074 -1.66434 -6.14158 0.093
H -4.11562 -3.31881 -5.97766 0.093
H -3.81662 -2.44714 -3.86452 0.150
H -1.61914 -4.24150 -4.86550 0.129
H -2.54718 -4.53085 -3.36208 0.134
C 2.33960 -4.47279 2.08967 -0.024
C 3.04531 -3.15340 2.29581 -0.299
C 4.10516 -2.81513 1.25155 -0.036
O 3.63990 -1.54372 0.72054 0.082
C 2.43692 -1.23165 1.22692 -0.537
O 1.76014 -0.33204 0.83983 0.088
O 2.14418 -2.02784 2.26650 0.092
H 3.01660 -5.29634 1.85634 0.093
H 1.69556 -4.44776 1.19960 0.095
H 1.72820 -4.73772 2.94913 0.082
H 3.34325 -3.14089 3.34737 0.154
H 4.08311 -3.52999 0.43408 0.136
H 5.08589 -2.55581 1.63471 0.138
C 3.43669 4.82387 3.10036 -0.033
C 2.94981 5.08209 1.69481 -0.251
C 4.00932 4.91895 0.58708 -0.075
O 3.62550 3.75525 -0.11828 0.096
C 2.51707 3.22072 0.38018 -0.536
O 1.98876 2.22715 0.00778 0.085
O 2.06692 3.93510 1.43620 0.069
H 3.88900 5.73034 3.52946 0.092
H 4.21519 4.06214 3.17316 0.091
H 2.66998 4.56498 3.82903 0.077
H 2.32214 5.96528 1.62874 0.153
H 5.00411 4.82366 1.02001 0.132
H 4.00719 5.77141 -0.08940 0.136
```

The calculation puts the molar mass at 816.7 g mol⁻¹. Its orbital gap is 8.0 eV. As for the charge: +1. The energy above the lowest of the compared OMol25 structures with the same formula, charge and spin is 30.7 kcal/mol.

Below is a molecular structure, C28H42Cl2FNO4PbS3Si3 in a non-equilibrium geometry, with properties calculated with ωB97M-V/def2-TZVPD.

```
85
Properties=species:S:1:pos:R:3:lowdin_charge:R:1
Pb -1.59893 0.59696 -1.10015 1.434
Cl -4.01096 -0.75402 -3.45183 0.158
C -4.38718 -4.21756 -1.44516 -0.456
Cl -2.80112 -3.15011 -1.90086 0.530
H -3.66981 -1.75509 -2.67444 -0.390
H -4.01595 -4.57106 -0.46418 -0.065
C 3.13140 0.16744 -1.77573 -0.154
O 2.27249 -0.58927 -0.97115 -0.313
Si 2.64127 -2.05773 -0.25527 0.419
C 3.05347 -3.17277 -1.71349 -0.177
C 4.32231 -1.95894 0.62652 -0.152
C 1.11295 -2.14397 0.81911 -0.390
Si 1.14410 -0.61663 2.06647 0.606
C 2.13487 -1.51314 3.50011 -0.198
C -0.22102 0.06577 3.22844 -0.163
C 2.40728 0.77981 1.79665 -0.172
Si -0.37021 -2.67954 -0.43397 0.337
C -3.54463 -4.88803 -2.46699 -0.456
C -0.94250 -4.91532 2.00333 -0.003
C 0.12119 -4.47525 -0.87302 -0.218
H 3.08245 -0.15975 -2.82173 0.085
H 4.17877 0.10648 -1.45057 0.069
H 2.82959 1.21696 -1.72804 0.065
H 4.01151 -2.79110 -2.08857 0.028
H 2.29390 -3.07502 -2.48767 0.013
H 3.19557 -4.22690 -1.46972 0.030
H 4.92261 -2.83703 0.37273 0.022
H 4.22956 -1.90644 1.70899 -0.005
H 4.88712 -1.07788 0.30686 0.020
H 1.62098 -2.36392 3.94873 0.011
H 2.30816 -0.77003 4.28940 0.020
H 3.11473 -1.87827 3.18251 -0.002
H -0.16923 -0.34584 4.23825 0.027
H -1.24109 -0.01925 2.85025 0.024
H -0.00155 1.13659 3.29573 0.020
H 3.07961 0.60312 0.95953 0.006
H 3.01369 0.88350 2.70042 0.025
H 1.89785 1.72609 1.60487 0.016
H -0.91260 -1.29390 -0.86775 -0.220
H -3.91339 -4.53446 -3.44859 -0.063
H 0.03243 -2.37805 -2.03914 -0.016
H -1.86242 -5.06772 2.57335 0.080
H -0.15165 -5.52000 2.45273 0.092
H -1.13002 -5.25858 0.99523 0.057
H -0.73641 -5.01735 -1.28708 0.010
H 0.56426 -5.05801 -0.06724 0.019
H 0.83192 -4.34850 -1.67510 -0.018
F 0.11315 0.80854 0.17886 -0.552
O -1.54139 2.87093 -1.46024 -0.431
C -0.96977 4.11153 -1.45216 -0.630
C -1.97899 5.11854 -2.02848 -0.465
C -3.33190 4.98475 -1.98427 -0.110
C -4.02107 6.10028 -2.53618 -0.196
C -3.17489 7.06259 -2.99556 -0.442
S -1.53767 6.60667 -2.77377 1.008
C -0.61934 4.54814 -0.02316 -0.478
C -0.61562 3.74536 1.07324 -0.115
C -0.23792 4.42321 2.26667 -0.183
C 0.03443 5.73778 2.05495 -0.437
S -0.17110 6.16198 0.40696 0.988
C 0.28939 4.11087 -2.32753 -0.476
C 0.32176 3.86294 -3.66983 -0.137
C 1.63900 3.78922 -4.19078 -0.193
C 2.58677 3.97917 -3.22817 -0.440
S 1.87841 4.24448 -1.69730 1.039
H -3.79377 4.09953 -1.57329 0.116
H -5.09812 6.17642 -2.59657 0.091
H -3.42452 7.99682 -3.47291 0.048
H -0.84845 2.69327 1.02111 0.079
H -0.16338 3.93882 3.23020 0.094
H 0.34701 6.47888 2.77343 0.049
H -0.57943 3.71513 -4.24879 0.121
H 1.87198 3.59451 -5.22864 0.092
H 3.65922 3.96489 -3.33890 0.054
O -3.19890 -1.35666 1.08225 -0.020
C -2.40728 -2.10472 1.65014 -0.511
C -2.45609 -2.47197 3.13492 -0.074
C -1.02289 -2.92496 3.44945 -0.115
C -0.53899 -3.43524 2.07725 -0.526
O 0.85787 -3.30835 1.74333 -0.197
N -1.25493 -2.56628 1.14460 -0.022
H -3.20301 -3.25439 3.28872 0.113
H -2.76847 -1.59453 3.70123 0.108
H -0.97115 -3.71726 4.19817 0.115
H -0.42537 -2.08722 3.78819 0.043
```

The calculation puts the molar mass at 934.2 g mol⁻¹. Its orbital gap is 4.5 eV. As for the charge: -2. The energy above the lowest of the compared OMol25 structures with the same formula, charge and spin is 252.9 kcal/mol.